Version one
{
  "formula": "C3H12NO4",
  "method": "ωB97M-V/def2-TZVPD",
  "lumo_ev": -3.20,
  "homo_ev": -14.02,
  "orbital_gap_ev": 10.824,
  "charge": 1,
  "elements": ["O", "C", "C", "N", "C", "O", "H", "H", "H", "H", "H", "H", "H", "H", "H", "H", "O", "H", "H", "O"],
  "positions_angstrom": [[1.96920, -0.39176, -1.92042], [1.31439, 0.41404, -1.10486], [0.33101, -0.32527, -0.23976], [-0.14501, 0.50042, 0.88434], [-1.05857, -0.36496, 1.73791], [1.39805, 1.60979, -1.07439], [2.68595, 0.08250, -2.34394], [0.91132, -1.14666, 0.19116], [-0.41506, -0.90630, -0.76736], [0.61906, 0.78198, 1.44329], [-0.61122, 1.34451, 0.55059], [-1.80066, -0.82846, 1.10844], [-1.47741, 0.28577, 2.49665], [-0.39747, -1.09807, 2.18704], [-5.00591, -3.30806, -1.77419], [-3.61705, -2.89174, -1.47827], [-4.32759, -3.42593, -1.09805], [2.20028, 2.94448, 2.07636], [1.35998, 2.66128, 3.33927], [1.44244, 2.44865, 2.39995]],
  "lowdin_charge": [0.17, -0.52, -0.05, 0.04, 0.05, 0.15, 0.15, 0.16, 0.15, 0.11, 0.19, 0.10, 0.11, 0.11, 0.04, 0.02, -0.06, 0.06, 0.07, -0.04]
}

Version two
{
  "formula": "C3H12NO4",
  "method": "ωB97M-V/def2-TZVPD",
  "lumo_ev": -3.47,
  "homo_ev": -14.11,
  "orbital_gap_ev": 10.635,
  "charge": 1,
  "elements": ["O", "C", "C", "C", "O", "N", "H", "H", "H", "H", "H", "H", "H", "H", "H", "H", "O", "H", "H", "O"],
  "positions_angstrom": [[0.55063, -2.87567, -0.84317], [0.77822, -1.86618, -1.45427], [0.41367, -0.53875, -0.76127], [1.35429, 0.57511, -1.28182], [1.06515, 0.89515, -2.61259], [0.28078, -0.73148, 0.67579], [1.04456, -1.86302, -2.51893], [-0.58743, -0.38626, -1.17855], [2.35530, 0.13898, -1.36136], [1.42927, 1.43207, -0.60667], [0.54877, 1.68610, -2.65897], [-0.32124, -1.53966, 0.87407], [1.09369, -0.79263, 1.29595], [-0.35154, -0.01007, 1.09950], [-1.67666, -0.39022, 3.62994], [-1.71920, 0.72760, 2.48782], [-1.15125, 0.10180, 2.97253], [-2.43726, 1.66081, 0.62351], [-1.19479, 2.30042, 1.03377], [-1.47496, 1.47588, 0.58471]],
  "lowdin_charge": [0.09, -0.16, -0.25, -0.21, -0.01, 0.21, 0.15, 0.16, 0.13, 0.13, 0.09, 0.17, 0.19, 0.10, 0.08, 0.02, -0.06, 0.10, 0.10, -0.05]
}

Which structure is the least stable? The one labeled version two.